This record from OMol25 describes a 2-piece molecular cluster, C13H27N4O3S3 overall at a distorted geometry. The level of theory is ωB97M-V/def2-TZVPD.

```
! wB97M-V def2-TZVPD RIJCOSX def2/J DEFGRID3
* xyz 1 1
C 2.27240 -0.59966 2.30711
C 1.22366 0.15536 3.18433
C 0.17499 1.01821 2.35428
N 0.17910 0.77048 0.90295
C -0.99604 0.01593 0.44197
S -0.82686 -0.00397 -1.42566
C -0.91666 -1.47553 0.90893
N -2.20361 -2.06677 1.40643
C -2.76050 -1.06328 2.40444
N -3.92844 -1.75917 3.02599
C -3.52163 -2.30867 4.04928
S -2.81739 -3.24484 5.12489
C -3.16450 0.18217 1.57711
C -3.64283 1.35034 2.55612
N -3.49898 1.01861 3.98544
O -2.18922 0.74363 0.70181
H 1.84691 -1.08217 1.40227
H 3.00944 0.14986 1.94147
H 2.73281 -1.40170 2.92171
H 1.67160 0.83964 3.93615
H 0.62130 -0.58762 3.77650
H -0.81543 0.90594 2.84967
H 0.46088 2.09038 2.49247
H 0.12982 1.63984 0.36711
H 0.52516 -0.11147 -1.62587
H -0.56929 -2.12614 0.07509
H -0.15732 -1.62462 1.71597
H -2.86779 -2.04588 0.61546
H -2.11829 -3.00253 1.81566
H -1.94953 -0.88917 3.14810
H -4.06834 -0.08273 0.96458
H -4.66014 1.67479 2.26194
H -2.96730 2.22396 2.35164
H -2.52518 0.88068 4.25570
H -3.80356 1.82579 4.53652
C 1.87682 0.71454 -5.77425
C 3.31378 1.23940 -5.85673
C 3.87818 1.25896 -4.43210
S 3.01453 -0.02899 -3.53447
O 2.21159 0.58937 -2.49715
O 3.92457 -1.10797 -3.24796
C 1.93578 -0.51437 -4.87372
H 1.47769 0.46986 -6.75849
H 1.23099 1.47538 -5.32718
H 3.91089 0.56896 -6.47989
H 3.35604 2.23013 -6.30920
H 4.94632 1.05072 -4.41662
H 3.67794 2.20780 -3.93476
H 0.96360 -0.80662 -4.47932
H 2.40206 -1.35684 -5.38574
*
```

Computed properties:
Gap between HOMO and LUMO ... 8.9 eV